(one)
Here is one molecule with the formula C3H3BrO2 from OMol25. Energies are from ωB97M-V/def2-TZVPD.

Each line ends with the natural charge from an NBO analysis.
Cartesian coordinates (Å):
O1 -1.06 -2.11 0.40  -0.473
C1 -0.29 -1.31 -0.04  0.398
C2 -0.53 0.17 -0.01  -0.014
Br1 -2.31 0.78 0.16  0.130
C3 0.73 0.96 0.13  -0.088
O2 0.31 0.82 -1.18  -0.478
H1 0.72 -1.54 -0.52  0.131
H2 0.84 2.02 0.68  0.220
H3 1.58 0.22 0.38  0.175

Summary:
HOMO = -10.40 eV
LUMO = 0.29 eV
net charge = 0
frontier orbital gap = 10.68 eV
SMILES = O=C[C@@]1(Br)CO1



(two)
Here is C3H3BrO2 as an isolated structure from OMol25. Energies are from ωB97M-V/def2-TZVPD.

Each line ends with the natural charge from an NBO analysis.
Cartesian coordinates (Å):
C1 -1.99 -1.63 0.40  -0.331
C2 -1.09 -1.03 -0.10  -0.244
C3 0.97 1.34 -0.35  0.704
O1 1.98 1.56 0.47  -0.700
O2 -0.21 1.15 -0.13  -0.497
Br1 1.40 1.97 -2.08  -0.020
H1 -2.63 -1.90 1.27  0.254
H2 2.30 0.87 1.05  0.520
H3 -0.74 -2.33 -0.53  0.313

Summary:
HOMO = -9.83 eV
LUMO = 0.45 eV
net charge = 0
frontier orbital gap = 10.28 eV



Relative energies, in hartree, with the most stable structure set to zero: (one) 0.0000; (two) 0.1224.



(one)
Here is one molecule with the formula CH3N5O from OMol25. Energies are from ωB97M-V/def2-TZVPD.

Each line ends with the natural charge from an NBO analysis.
Cartesian coordinates (Å):
H1 1.99 0.99 0.18  0.353
N1 1.06 1.81 0.06  -0.557
C1 -0.06 1.07 0.09  0.397
N2 -1.45 1.41 -0.19  -0.148
N3 -1.97 0.25 -0.25  0.037
N4 -1.29 -0.93 0.37  -0.313
N5 0.07 -0.31 0.55  -0.058
O1 1.00 -1.01 -0.46  -0.618
H2 -1.21 -1.83 -0.37  0.413
H3 1.87 -1.46 0.02  0.494

Summary:
HOMO = -10.02 eV
LUMO = -0.76 eV
net charge = 0
frontier orbital gap = 9.26 eV
SMILES = [H]/N=c1/nn[nH]n1O



(two)
Here is CH3N5O as an isolated structure from OMol25. Energies are from ωB97M-V/def2-TZVPD.

Each line ends with the natural charge from an NBO analysis.
Cartesian coordinates (Å):
C1 0.17 -0.50 -0.24  0.524
H1 1.34 1.19 0.00  0.364
H2 2.75 0.12 0.91  0.344
H3 -2.91 -0.49 0.34  0.403
N1 2.24 0.30 -0.19  -0.651
N2 1.37 -0.88 -0.18  -0.312
N3 -0.32 0.94 -0.30  -0.306
N4 -1.62 0.94 -0.04  0.081
N5 -2.07 -0.33 -0.17  -0.139
O1 -0.95 -1.28 -0.13  -0.309

Summary:
HOMO = -9.00 eV
LUMO = -0.73 eV
net charge = 0
frontier orbital gap = 8.27 eV



Relative energies, in hartree, with the most stable structure set to zero: (one) 0.0176; (two) 0.0000.



(one)
Here is a 7-piece molecular cluster, H15O7 overall from OMol25. Energies are from ωB97M-V/def2-TZVPD.

Each line ends with the natural charge from an NBO analysis.
Cartesian coordinates (Å):
O1 12.18 1.60 46.85  -0.799
H1 12.68 1.47 47.67  0.540
H2 12.33 2.60 46.63  0.566
H3 12.83 1.29 46.16  0.566
O2 14.42 1.06 45.19  -0.964
H4 14.02 1.24 44.19  0.486
H5 15.32 1.22 44.96  0.499
O3 11.65 2.27 44.17  -0.935
H6 10.99 2.66 43.71  0.484
H7 11.87 1.66 43.42  0.482
O4 12.70 -1.19 46.35  -0.936
H8 12.46 -1.83 47.19  0.476
H9 11.73 -0.90 46.34  0.462
O5 13.90 3.88 43.92  -1.002
H10 13.15 3.22 44.01  0.489
H11 14.58 4.02 44.70  0.487
O6 13.00 1.71 49.30  -0.952
H12 13.04 0.76 49.52  0.500
H13 13.80 2.10 49.66  0.507
O7 11.88 4.27 46.38  -0.978
H14 12.44 4.84 46.97  0.501
H15 11.21 4.85 45.96  0.520

Summary:
HOMO = -14.04 eV
LUMO = -3.32 eV
net charge = +1
frontier orbital gap = 10.72 eV



(two)
Here is a 7-piece molecular cluster, H15O7 overall from OMol25. Energies are from ωB97M-V/def2-TZVPD.

Each line ends with the natural charge from an NBO analysis.
Cartesian coordinates (Å):
O1 -0.12 -0.77 -0.66  -0.822
H1 -0.92 -0.28 -1.03  0.571
H2 0.71 -0.18 -0.68  0.587
H3 -0.38 -1.04 0.28  0.569
O2 2.42 0.47 -0.43  -0.973
H4 3.08 0.68 -1.05  0.496
H5 2.89 0.35 0.45  0.506
O3 -2.66 0.18 -1.22  -0.991
H6 -2.66 1.12 -1.22  0.503
H7 -3.49 -0.31 -1.10  0.526
O4 0.77 -0.98 2.46  -0.932
H8 1.49 -1.52 2.66  0.462
H9 0.29 -1.66 1.97  0.454
O5 0.88 1.89 -2.86  -0.975
H10 1.30 2.17 -2.01  0.486
H11 -0.05 2.33 -3.04  0.491
O6 -1.12 -2.51 1.19  -0.957
H12 -0.53 -3.36 1.35  0.493
H13 -1.73 -2.91 1.79  0.503
O7 -0.06 1.68 0.94  -0.976
H14 0.72 2.13 1.37  0.493
H15 -0.81 2.51 0.81  0.485

Summary:
HOMO = -14.55 eV
LUMO = -3.22 eV
net charge = +1
frontier orbital gap = 11.33 eV



Relative energies, in hartree, with the most stable structure set to zero: (one) 0.0071; (two) 0.0000.



(one)
Here is C5H7NS as an isolated structure from OMol25. Energies are from ωB97M-V/def2-TZVPD.

Each line ends with the natural charge from an NBO analysis.
Cartesian coordinates (Å):
C1 0.80 -0.65 0.04  -0.304
C2 -0.39 -0.25 0.97  -0.114
C3 -0.29 -0.31 -0.96  -0.152
C4 -0.45 1.12 -0.70  -0.222
C5 -0.58 1.24 0.65  -0.205
H1 3.10 -0.96 0.71  0.154
H2 0.97 -1.74 0.01  0.234
H3 -0.44 -0.43 2.06  0.213
H4 -2.14 -0.47 -0.30  0.352
H5 -0.29 -0.63 -2.02  0.209
H6 -0.75 1.74 -1.59  0.225
H7 -0.69 2.10 1.24  0.228
N1 -1.29 -0.98 -0.04  -0.571
S1 2.44 0.20 -0.08  -0.047

Summary:
HOMO = -8.96 eV
LUMO = 0.66 eV
net charge = 0
frontier orbital gap = 9.62 eV



(two)
Here is one molecule with the formula C5H7NS from OMol25. Energies are from ωB97M-V/def2-TZVPD.

Each line ends with the natural charge from an NBO analysis.
Cartesian coordinates (Å):
C1 0.62 -1.32 -0.32  -0.230
C2 1.92 -1.71 -0.50  -0.304
C3 -1.11 0.16 0.14  0.348
C4 -2.37 0.40 0.24  -0.462
C5 1.05 1.05 0.17  -0.424
N1 0.14 -0.07 -0.02  -0.252
S1 3.35 -0.86 -0.38  -0.284
H1 -0.17 -2.06 -0.44  0.203
H2 2.02 -2.75 -0.77  0.208
H3 -2.97 0.69 -0.61  0.238
H4 -2.89 0.33 1.19  0.239
H5 0.50 1.98 0.14  0.210
H6 1.57 0.94 1.13  0.240
H7 1.82 1.02 -0.61  0.269

Summary:
HOMO (alpha / beta) = -7.07 / -7.06 eV
LUMO (alpha / beta) = -0.16 / -0.16 eV
net charge = 0
frontier orbital gap (alpha / beta) = 6.91 / 6.91 eV



Relative energies, in hartree, with the most stable structure set to zero: (one) 0.0000; (two) 0.0060.



(one)
Here is one molecule with the formula C3H5P3 from OMol25. Energies are from ωB97M-V/def2-TZVPD.

Each line ends with the natural charge from an NBO analysis.
Cartesian coordinates (Å):
C1 -0.97 -1.46 0.06  -0.949
P1 -1.14 0.40 0.33  0.180
P2 -2.99 0.99 -0.09  -0.111
P3 0.37 1.48 -0.91  0.520
C2 1.84 1.33 0.10  -0.439
C3 1.14 2.35 0.45  -0.388
H1 -0.45 -2.02 0.82  0.228
H2 -0.66 -1.84 -0.86  0.230
H3 -2.12 -1.72 0.09  0.252
H4 2.71 0.68 0.28  0.245
H5 0.98 3.08 1.16  0.232

Summary:
HOMO (alpha / beta) = -7.36 / -7.37 eV
LUMO (alpha / beta) = -1.20 / -1.21 eV
net charge = 0
frontier orbital gap (alpha / beta) = 6.16 / 6.16 eV
SMILES = CP(#P)P1C=C1



(two)
Here is C3H5P3 as an isolated structure from OMol25. Energies are from ωB97M-V/def2-TZVPD.

Each line ends with the natural charge from an NBO analysis.
Cartesian coordinates (Å):
C1 0.87 -1.18 0.60  -1.034
C2 1.15 1.46 0.13  -0.966
C3 -1.90 -0.09 -0.48  -0.610
P1 2.30 -1.23 -0.21  0.384
P2 2.51 0.86 -0.64  0.374
P3 0.00 0.31 1.03  0.729
H1 0.46 -2.18 1.00  0.262
H2 0.95 2.53 0.21  0.245
H3 -2.65 0.56 0.01  0.212
H4 -2.05 -1.07 -0.16  0.193
H5 -1.63 0.03 -1.51  0.209

Summary:
HOMO (alpha / beta) = -8.59 / -8.59 eV
LUMO (alpha / beta) = -1.34 / -1.34 eV
net charge = 0
frontier orbital gap (alpha / beta) = 7.26 / 7.26 eV



Relative energies, in hartree, with the most stable structure set to zero: (one) 0.0529; (two) 0.0000.